An isolated molecule of C4H10OS in a non-equilibrium geometry, computed with ωB97M-V/def2-TZVPD.

Each line ends with the Mulliken charge.
Element x y z (Å)
O: 2.95891 -0.92146 -0.64524  -0.53
C: 1.80274 -0.16796 -0.96426  -0.46
C: 0.47766 -0.66510 -0.32575  -0.57
C: -0.40955 0.55408 -0.02644  -0.61
C: -1.64812 0.11067 0.78280  -0.65
S: -3.10937 1.11474 0.41897  -0.25
H: 3.11950 -0.95935 0.28436  0.29
H: 1.97273 0.84006 -0.54883  0.31
H: 1.74884 -0.28989 -2.04163  0.29
H: 0.62034 -1.28781 0.56186  0.37
H: 0.03173 -1.36900 -1.03176  0.28
H: -0.70774 0.98031 -0.99375  0.36
H: 0.00920 1.39091 0.51595  0.35
H: -1.88946 -0.91084 0.49654  0.32
H: -1.46551 0.19375 1.85465  0.37
H: -3.51188 1.38689 1.66254  0.12

Values from the calculation:
Energy relative to the best compared isomer or geometry (same formula, charge and spin) in eV: 0.646
Frontier orbital gap in eV: 9.92